1.
{"formula": "C2H5OP", "method": "wB97M-V/def2-TZVPD", "symbols": ["P", "O", "C", "C", "H", "H", "H", "H", "H"], "xyz": [[0.743882, 0.112971, -0.364012], [2.024627, -0.100260, 0.247049], [-0.284130, -1.285585, 0.158406], [-0.351277, 1.418337, 0.117982], [0.200350, -1.526665, 1.143500], [-0.787969, 1.533752, 1.038794], [-1.119944, 1.238000, -0.541602], [0.967392, 0.167070, -1.797588], [-1.392930, -1.557618, -0.002527]], "forces_ev_per_angstrom": [[-1.12, -0.63, -1.38], [2.83, 0.07, 1.49], [-1.26, 0.70, 0.55], [1.67, -1.70, -1.18], [-0.85, -0.13, -0.86], [-0.19, 0.59, 2.60], [-2.12, 0.46, -2.06], [-1.01, 0.19, 0.75], [2.05, 0.45, 0.11]], "e_tot_ev": -13487.256, "lumo_energy_ev": [-1.02, -1.33], "homo_energy_ev": [-10.03, -9.97], "orbital_gap_ev": [9.01, 8.65], "multiplicity": 1, "fmax_ev_per_a": 3.20}

---

2.
{"formula": "C2H5OP", "method": "wB97M-V/def2-TZVPD", "symbols": ["P", "O", "C", "C", "H", "H", "H", "H", "H"], "xyz": [[-0.339580, 0.561570, -0.509266], [-0.385179, 0.431839, -1.964061], [-0.996164, 2.167940, -0.003167], [0.893652, -1.412588, -0.090690], [1.427770, -1.304990, 0.838188], [-1.157700, 2.306477, 1.054532], [0.091594, -2.129141, -0.075313], [1.484101, -1.394478, -0.992409], [-1.801847, 2.413263, -0.676817]], "forces_ev_per_angstrom": [[-0.30, 1.28, 0.40], [0.07, -0.65, -1.24], [1.56, -3.55, 0.68], [-1.25, 2.59, 0.34], [0.13, -0.05, 0.13], [0.06, 0.21, 0.17], [-0.24, -0.08, -0.02], [-0.02, 0.18, -0.14], [-0.01, 0.08, -0.32]], "e_tot_ev": -13487.959, "lumo_energy_ev": [-1.04, -1.04], "homo_energy_ev": [-8.59, -8.59], "orbital_gap_ev": [7.55, 7.55], "multiplicity": 1, "fmax_ev_per_a": 3.94}